(1)
The following is a quantum chemistry calculation of 6 unconnected molecules or ions with the total composition C20H35ClN5O4 at a distorted geometry, from the Open Molecules 2025 dataset.

The geometry in XYZ format:
```
65
Properties=species:S:1:pos:R:3:forces:R:3:mulliken_charge:R:1
Cl 0.741659 -0.142435 -1.451643 1.31 0.13 -0.97 1.587
O 1.569709 1.020135 -1.545793 0.79 0.42 0.72 -0.697
O 1.115979 -0.965285 -0.309913 -0.40 0.35 0.25 -0.570
O -0.606251 0.310265 -1.391803 -1.60 -0.18 0.72 -0.625
O 0.932259 -0.911365 -2.647043 -0.18 -0.78 -0.48 -0.727
C -1.624961 1.502115 3.109557 -0.63 0.80 0.74 -1.285
C -0.576531 0.610815 2.547117 1.03 -0.61 0.01 0.748
C 0.866979 0.892355 3.083587 -0.59 0.73 -0.86 0.044
C 1.397689 2.252355 2.783187 -0.04 0.59 -0.29 0.060
N 1.781339 3.322795 2.554587 -0.39 -1.26 0.36 -0.556
H -1.595391 1.586805 4.195857 0.18 -0.25 0.26 0.356
H -2.636361 1.164175 2.883787 0.04 -0.02 -0.27 0.121
H -1.511641 2.533565 2.775847 -0.05 0.02 -0.32 0.371
H -0.636941 0.600525 1.458837 0.41 0.18 -0.08 -0.199
H -0.734671 -0.433085 2.817987 -0.27 0.01 0.12 -0.062
H 1.515389 0.155315 2.609837 0.23 0.05 0.21 -0.151
H 0.864189 0.801975 4.169837 0.13 -0.23 0.01 0.461
C 1.836399 -3.144535 2.182207 -1.29 -0.69 -0.45 -0.467
C 0.860529 -4.319235 2.538307 0.87 0.75 0.54 -0.624
C -0.436321 -4.369785 1.721277 -0.08 0.36 -0.77 -0.424
C -1.346711 -3.201795 1.755807 1.72 -1.68 0.39 0.234
N -2.067931 -2.327775 1.779127 -1.28 1.44 0.11 -0.377
H 1.302349 -2.225415 2.423277 0.32 0.22 -0.10 -0.179
H 2.019049 -3.157545 1.107697 0.04 0.23 -0.03 0.249
H 2.801849 -3.185765 2.686487 -0.23 -0.15 0.23 0.420
H 0.649199 -4.231995 3.604067 -0.27 -0.10 0.08 0.299
H 1.398669 -5.260525 2.426617 -0.21 -0.15 -0.20 0.336
H -1.054071 -5.243745 1.927847 0.13 -0.06 0.30 0.372
H -0.179141 -4.457245 0.665667 0.15 -0.06 -0.15 0.255
C -0.866461 0.642685 -7.635523 -0.81 0.23 1.12 -1.107
C -1.615061 1.106985 -6.340593 1.01 -0.01 -0.33 -0.518
C -0.773781 0.873105 -5.085293 0.13 0.05 0.72 -0.186
C 0.521219 1.565075 -5.041103 0.39 -0.10 -0.07 0.223
N 1.510769 2.145715 -4.936683 -0.44 -0.19 -0.33 -0.535
H -1.457111 0.832355 -8.531773 -0.04 -0.05 0.03 0.337
H -0.705081 -0.429555 -7.524353 0.28 -0.01 -0.29 0.295
H 0.077929 1.179755 -7.723783 0.06 -0.17 0.01 0.335
H -2.524851 0.532555 -6.166163 -0.19 0.22 -0.34 0.312
H -1.818921 2.176595 -6.390343 -0.34 -0.04 -0.15 0.322
H -0.675461 -0.186845 -4.850883 0.50 -0.08 -0.25 0.347
H -1.254791 1.238235 -4.177883 -0.44 0.15 -0.04 0.182
C -4.214931 0.817985 -0.565073 -0.03 0.12 -0.04 -1.214
C -4.954071 1.086405 0.752127 0.02 -0.70 0.03 -0.389
C -5.298171 -0.235745 1.559377 0.26 0.87 -0.40 -0.083
C -5.665341 -1.406795 0.743147 0.58 1.00 0.43 0.121
N -5.947851 -2.322215 0.120667 -0.29 -0.56 -0.38 -0.483
H -3.858441 1.749565 -1.004583 -0.32 0.12 -0.11 0.387
H -4.853961 0.287855 -1.271253 -0.04 0.12 -0.09 0.396
H -3.298601 0.233445 -0.482833 -0.06 -0.21 0.48 0.279
H -5.859371 1.678545 0.618297 -0.21 -0.26 -0.42 0.329
H -4.342541 1.757395 1.355367 0.18 -0.38 0.37 0.273
H -6.144281 -0.075605 2.227627 0.09 0.17 0.14 0.372
H -4.422241 -0.471565 2.163707 -0.05 -0.37 -0.05 0.058
C 6.356529 1.146885 1.942727 0.62 -0.12 0.66 -1.343
C 4.853549 1.212925 2.115657 -0.64 0.67 -0.96 -0.310
C 4.162759 1.169835 0.737047 0.04 0.13 -0.66 0.418
C 4.645069 2.220035 -0.219843 0.54 0.79 -0.67 0.025
N 5.027739 3.022245 -0.975453 -0.63 -1.48 1.52 -0.546
H 6.679139 0.339475 1.285387 -0.31 -0.32 0.04 0.328
H 6.779539 0.949975 2.927807 0.36 0.05 -0.01 0.379
H 6.865049 2.014845 1.523037 -0.48 0.35 0.13 0.344
H 4.469469 2.102655 2.614617 0.52 0.29 0.11 0.321
H 4.517889 0.402955 2.763257 -0.09 -0.34 -0.35 0.315
H 3.076869 1.264435 0.734917 -0.04 0.02 0.26 -0.227
H 4.361509 0.202135 0.276447 0.02 -0.01 -0.21 0.277
```
Forces are in eV/Å.

Calculated values
LUMO energy   0.091 hartree
Total energy   -49464.3781 eV
Orbital gap   8.8129 eV
Multiplicity   1
Energy relative to the best compared isomer or geometry (same formula, charge and spin)   11.65 kcal/mol
Net charge   -1
HOMO level   -6.32 eV

(2)
The following is a quantum chemistry calculation of 6 unconnected molecules or ions with the total composition C20H35IO16P2 at a distorted geometry, from the Open Molecules 2025 dataset.

The geometry in XYZ format:
```
74
Properties=species:S:1:pos:R:3:forces:R:3:mulliken_charge:R:1
C 0.561433 1.651122 6.449991 0.27 0.59 -0.80 -1.222
C 0.783252 2.729968 5.340110 -0.54 -0.89 0.07 -0.462
C 0.949768 1.993953 3.973481 -0.43 1.19 -0.36 -0.763
C 1.914715 2.682160 2.970179 -0.26 -1.13 0.19 -0.960
P 3.714366 2.286953 3.439144 -2.42 0.72 -1.05 0.998
C 4.292693 2.752132 1.710356 0.31 0.18 0.15 -1.118
P 5.776745 1.721387 4.078685 2.12 -0.98 0.38 0.016
O 5.780272 0.036926 4.096818 -0.19 1.20 -0.25 -0.410
I 5.833716 2.406930 6.466869 -0.33 -0.20 -0.24 -0.199
H -0.441862 1.232533 6.296634 0.22 0.01 0.34 0.318
H 0.690729 2.045420 7.463039 -0.21 -0.13 -0.17 0.338
H 1.285546 0.844982 6.272752 -0.12 0.13 0.34 0.329
H -0.131237 3.336851 5.255067 0.36 0.03 0.15 0.321
H 1.595517 3.426128 5.581027 0.03 -0.35 -0.08 0.384
H -0.045602 1.986150 3.496638 0.26 -0.17 0.16 0.295
H 1.204889 0.930727 4.119825 0.20 0.34 -0.02 0.391
H 1.708739 2.242021 1.978664 0.25 0.15 0.24 0.188
H 1.731258 3.764018 2.862354 0.08 -0.29 0.25 0.468
H 3.599140 3.235319 4.518011 0.59 -0.08 -0.19 -0.099
H 3.298118 0.918372 3.648092 0.24 -0.16 0.06 -0.245
H 5.345123 3.057098 1.660027 -0.28 0.00 0.08 0.537
H 4.149576 1.914190 1.012070 -0.12 0.04 0.43 0.110
H 3.627231 3.555309 1.368123 0.29 -0.15 0.10 0.391
H 4.886688 -0.328478 4.056199 -0.31 -0.11 0.22 0.350
O 0.038288 3.567364 0.587597 -0.05 0.38 0.04 -0.575
C -0.316167 2.495482 0.218243 0.01 -0.11 0.00 0.721
O 0.440726 1.671007 -0.538583 -0.14 0.10 0.08 -0.329
C -0.208952 0.397192 -0.576414 0.12 -0.55 -0.17 -0.261
C -1.641915 0.753144 -0.290577 -0.36 -0.30 -0.04 0.200
O -1.514300 1.936384 0.509409 0.22 0.08 -0.08 -0.363
H -0.072941 -0.077191 -1.544677 0.17 0.14 0.01 0.357
H 0.222557 -0.244274 0.194691 0.01 0.04 -0.02 0.189
H -2.202846 0.995195 -1.194078 0.04 0.01 0.04 -0.268
H -2.168215 -0.029383 0.252237 -0.01 0.15 0.11 0.335
O -4.137386 0.711646 -2.717067 -0.06 -0.28 0.02 -0.483
C -3.872769 1.728976 -3.271725 -0.09 0.12 0.02 0.695
O -2.777599 1.912029 -4.044730 -0.13 0.01 0.08 -0.299
C -2.921305 3.169494 -4.709729 0.26 0.20 -0.37 -0.299
C -3.865779 3.911057 -3.801024 -0.06 0.49 0.04 -0.364
O -4.621442 2.851479 -3.208520 0.15 -0.14 -0.09 -0.345
H -1.958351 3.664753 -4.814164 0.06 -0.19 0.09 0.301
H -3.342549 2.997483 -5.702974 -0.02 -0.03 0.06 0.266
H -3.345624 4.458089 -3.011494 -0.01 -0.07 0.00 0.275
H -4.516542 4.597789 -4.338163 -0.15 -0.14 0.09 0.299
O -3.892186 -5.429571 -4.387811 -0.01 -0.17 0.10 -0.553
C -4.022069 -4.248703 -4.334421 0.04 -0.12 -0.02 0.624
O -5.205421 -3.615781 -4.159314 0.20 -0.01 -0.07 -0.355
C -4.921791 -2.234805 -3.909334 -0.25 0.39 0.25 -0.184
C -3.568721 -2.058509 -4.544105 0.25 0.46 -0.08 -0.078
O -3.003349 -3.366157 -4.434934 -0.18 -0.08 0.00 -0.336
H -5.679468 -1.592467 -4.352493 -0.10 -0.20 -0.01 0.317
H -4.901808 -2.068571 -2.830521 0.04 0.01 -0.05 0.232
H -3.633715 -1.786585 -5.601057 -0.01 -0.08 0.02 0.245
H -2.954471 -1.325438 -4.026741 0.07 -0.16 0.04 0.085
O -2.034686 -3.126114 0.254244 0.05 0.22 0.04 -0.544
C -2.348755 -4.223863 -0.072534 0.01 0.02 -0.04 0.651
O -1.571776 -5.057257 -0.804049 -0.17 0.04 0.13 -0.299
C -2.190045 -6.346530 -0.799482 0.21 -0.39 -0.16 -0.298
C -3.630950 -6.013647 -0.523280 -0.46 -0.26 -0.15 -0.196
O -3.534448 -4.803608 0.233253 0.22 -0.01 -0.05 -0.331
H -2.049097 -6.848903 -1.754311 0.09 0.21 -0.04 0.297
H -1.740351 -6.952514 -0.008810 -0.01 0.08 0.02 0.277
H -4.195104 -5.813645 -1.437452 0.07 0.00 0.01 0.138
H -4.140537 -6.788462 0.046152 -0.02 0.18 0.14 0.300
O 2.560486 -0.663530 -1.974424 -0.19 0.01 -0.06 -0.467
C 3.637479 -0.732721 -1.485127 -0.13 0.00 -0.09 0.564
O 4.724437 -1.266329 -2.091183 -0.02 0.08 0.19 -0.344
C 5.865196 -0.961574 -1.285938 0.42 -0.04 -0.14 -0.443
C 5.258394 -0.749400 0.076123 0.20 -0.01 0.42 -0.130
O 3.943216 -0.287560 -0.240259 0.10 -0.04 -0.09 -0.236
H 6.582319 -1.779629 -1.305710 -0.14 -0.06 -0.14 0.315
H 6.342990 -0.060122 -1.677023 -0.06 -0.01 0.02 0.280
H 5.179605 -1.676204 0.649182 -0.02 0.02 -0.05 0.224
H 5.796929 -0.011683 0.668943 -0.18 0.07 0.01 0.238
```
Forces are in eV/Å.

Calculated values
LUMO energy   0.013 hartree
Total energy   -80745.1869 eV
SMILES   CCCC[PH2](C)P(O)I.O=C1OCCO1.O=C1OCCO1.O=C1OCCO1.O=C1OCCO1.O=C1OCCO1
Orbital gap   7.9373 eV
Multiplicity   1
Net charge   0
HOMO level   -7.59 eV